(1)
45
Properties=species:S:1:pos:R:3:lowdin_charge:R:1 method="wB97M-V/def2-TZVPD" total_charge=0 smiles="COc1ccccc1OCc1ccc(C(=O)NCCN(C)C)o1"
C 2.2315 0.4356 5.1442 -0.0811
O 2.5106 0.8818 3.8403 -0.1073
C 2.7708 -0.0498 2.8697 -0.1938
C 2.8905 -1.4108 3.1194 -0.0187
C 3.2062 -2.2998 2.1059 -0.0900
C 3.4091 -1.8407 0.8198 -0.0909
C 3.2664 -0.4921 0.5508 -0.0037
C 2.9413 0.4128 1.5519 -0.2031
O 2.8460 1.7260 1.1619 -0.0172
C 1.8408 2.5351 1.7463 -0.1007
C 0.5236 1.8328 1.8267 -0.2394
C -0.3678 1.6873 2.8525 0.0024
C -1.4155 0.8841 2.3556 0.0305
C -1.0884 0.5855 1.0589 -0.1650
C -1.8159 -0.2143 0.0588 -0.4373
O -2.9001 -0.7164 0.2896 0.0722
N -1.1581 -0.3433 -1.1175 0.0733
C -1.7454 -0.9860 -2.2660 -0.1638
C -2.1914 0.0464 -3.3102 -0.2077
N -2.4766 -0.5695 -4.5935 -0.2885
C -3.6699 -1.3913 -4.5523 -0.1043
C -2.5747 0.4271 -5.6408 -0.1166
O 0.0920 1.1696 0.7371 0.0985
H 2.0175 1.3350 5.7203 0.0953
H 3.0904 -0.0771 5.5884 0.0965
H 1.3586 -0.2245 5.1644 0.0997
H 2.7502 -1.7897 4.1190 0.1029
H 3.2971 -3.3508 2.3338 0.1023
H 3.6634 -2.5254 0.0258 0.1012
H 3.4053 -0.1047 -0.4464 0.1210
H 1.7752 3.4011 1.0770 0.1404
H 2.1264 2.8739 2.7478 0.1308
H -0.2817 2.1051 3.8341 0.1153
H -2.2944 0.5574 2.8713 0.1195
H -0.2844 0.1451 -1.2378 0.1395
H -2.5965 -1.5571 -1.8917 0.1120
H -1.0200 -1.6648 -2.7229 0.1292
H -1.3695 0.7537 -3.4609 0.1168
H -3.0564 0.6099 -2.9168 0.1304
H -3.5314 -2.2022 -3.8418 0.0772
H -4.5659 -0.8192 -4.2657 0.0913
H -3.8338 -1.8231 -5.5383 0.0826
H -1.6396 0.9824 -5.6995 0.0804
H -3.3975 1.1405 -5.4764 0.0873
H -2.7376 -0.0754 -6.5929 0.0807

***

(2)
48
Properties=species:S:1:pos:R:3:lowdin_charge:R:1 method="wB97M-V/def2-TZVPD" total_charge=0 smiles="CCCCOC(=O)n1c(=O)oc2cc(S(=O)(=O)N3CCCCC3)ccc21"
C 7.6732 2.7120 -2.4155 -0.1102
C 6.5065 3.2927 -1.6249 -0.2584
C 5.1638 2.6500 -1.9707 -0.1801
C 5.0909 1.1863 -1.5445 -0.1439
O 3.8146 0.6210 -1.8645 0.0484
C 2.8401 0.8292 -1.0068 -0.4803
O 2.9093 1.4090 0.0408 0.1443
N 1.6382 0.2553 -1.4559 0.1754
C 1.4278 -0.4433 -2.6615 -0.4331
O 2.2210 -0.6776 -3.5143 0.1765
O 0.1267 -0.8240 -2.6990 0.1756
C -0.4924 -0.3885 -1.5632 -0.1581
C -1.8078 -0.5483 -1.1841 0.0412
C -2.1611 0.0042 0.0364 -0.2634
S -3.8508 -0.1635 0.6257 0.6779
O -4.6164 -0.8125 -0.4018 -0.2814
O -4.2974 1.1096 1.1050 -0.2745
N -3.5725 -1.1396 1.9542 -0.2411
C -3.3730 -2.5365 1.6278 -0.1970
C -4.6929 -3.2844 1.4381 -0.1803
C -5.5771 -3.0989 2.6691 -0.1981
C -5.7876 -1.6086 2.9276 -0.1742
C -4.4354 -0.9192 3.0981 -0.2017
C -1.2605 0.6825 0.8391 -0.0402
C 0.0629 0.8433 0.4542 0.0350
C 0.4300 0.2932 -0.7603 -0.1026
H 7.4720 2.7621 -3.4830 0.0759
H 7.8548 1.6751 -2.1462 0.0651
H 8.5798 3.2766 -2.2120 0.0697
H 6.4343 4.3614 -1.8357 0.1067
H 6.6955 3.1789 -0.5556 0.1096
H 4.3659 3.1940 -1.4602 0.1151
H 4.9861 2.7127 -3.0460 0.1222
H 5.2645 1.0955 -0.4672 0.1345
H 5.8032 0.5731 -2.0964 0.1304
H -2.5386 -1.0581 -1.7890 0.1294
H -2.7747 -2.5703 0.7152 0.1144
H -2.7945 -2.9851 2.4430 0.1313
H -5.1963 -2.8767 0.5608 0.1005
H -4.4898 -4.3426 1.2657 0.1139
H -6.5375 -3.5939 2.5167 0.1103
H -5.0959 -3.5545 3.5391 0.1125
H -6.3006 -1.1578 2.0757 0.1168
H -6.3942 -1.4541 3.8212 0.1135
H -4.5578 0.1599 3.1916 0.1104
H -3.9167 -1.3028 3.9830 0.1302
H -1.6185 1.0925 1.7690 0.1194
H 0.7790 1.3707 1.0611 0.1123

***

(3)
42
Properties=species:S:1:pos:R:3:mulliken_spin:R:1 method="wB97M-V/def2-TZVPD" spin_multiplicity=6 total_charge=-1
C -1.4275 -2.1647 -3.2310 -0.0073
C -0.1281 -1.8045 -3.7038 -0.0029
C -0.1105 -0.3936 -3.8840 0.0008
C -1.3728 0.1207 -3.5062 -0.0135
C -2.2023 -0.9675 -3.1017 0.0034
Sm -0.4282 -0.8061 -1.1493 5.0732
C 1.6424 -1.9531 -0.3620 -0.0162
C 0.5171 -2.8125 0.1498 0.0151
C 0.2328 -4.1189 -0.3462 -0.0248
N -0.7378 -2.2453 0.4250 -0.0251
H 0.7251 0.1944 -4.3592 0.0007
H 0.6836 -2.5097 -3.9939 0.0003
H -1.6842 1.1931 -3.6048 0.0013
H -3.2331 -0.9137 -2.7560 -0.0008
H -1.7679 -3.1784 -2.9817 0.0018
H 2.0300 -2.0706 -1.3868 -0.0024
H -1.2568 -2.7660 1.2165 0.0000
H 2.2509 -1.3088 0.2484 0.0029
H 0.8162 -4.7949 -0.9621 0.0000
H -0.8276 -4.3710 -0.1897 0.0010
C -0.3196 1.3828 4.1056 0.0000
N -0.5385 0.5603 2.9562 0.0002
C -1.8201 0.6776 2.3319 0.0008
C 0.6246 0.2699 2.1212 0.0129
C 0.9503 1.3917 1.1604 -0.0017
C 1.7025 2.5049 1.5840 -0.0004
C 1.9515 3.5603 0.6950 0.0012
C 1.4033 3.5083 -0.6187 -0.0005
C 0.6862 2.3583 -1.0462 0.0070
C 0.5007 1.3428 -0.1573 -0.0109
H -1.2053 1.3543 4.7459 0.0001
H -0.1447 2.4272 3.8090 0.0000
H 0.5531 1.0314 4.6587 0.0000
H -1.8604 1.5384 1.6417 -0.0005
H -2.0917 -0.2164 1.7535 0.0018
H -2.5694 0.8471 3.1162 0.0001
H 1.4814 0.1360 2.8091 0.0001
H 0.4438 -0.6618 1.5468 -0.0140
H 2.0974 2.5646 2.6238 -0.0001
H 2.5419 4.4434 1.0114 0.0001
H 1.5821 4.3352 -1.2925 0.0001
H 0.3097 2.3146 -2.0771 -0.0034

***

(4)
45
Properties=species:S:1:pos:R:3:lowdin_charge:R:1 method="wB97M-V/def2-TZVPD" total_charge=0 smiles="CCn1c(=O)cc(N2CCN(Cc3ccccc3)CC2)[nH]c1=O"
C -4.4570 -2.8013 0.8540 -0.0623
C -4.9332 -1.4692 0.2890 -0.1810
N -3.8100 -0.5811 0.0195 0.0536
C -3.4202 0.3170 1.0312 -0.4330
O -4.0251 0.3407 2.0860 0.0600
C -2.2973 1.1491 0.7156 0.0555
C -1.6576 1.0725 -0.4850 -0.2449
N -0.6415 1.8830 -0.9009 -0.0694
C -0.1885 2.9752 -0.0706 -0.1294
C 0.9068 2.5068 0.9013 -0.1586
N 1.5980 1.3756 0.3106 -0.1754
C 2.8126 1.0184 1.0161 -0.1535
C 3.3024 -0.3356 0.5774 -0.2318
C 2.3981 -1.3843 0.4547 -0.0413
C 2.8266 -2.6352 0.0515 -0.0787
C 4.1659 -2.8543 -0.2278 -0.0933
C 5.0721 -1.8159 -0.1046 -0.0862
C 4.6412 -0.5611 0.2922 -0.0474
C 1.7792 1.5683 -1.1126 -0.1558
C 0.4047 1.3974 -1.7868 -0.1147
N -2.1237 0.1571 -1.3966 0.1932
C -3.1973 -0.6924 -1.1927 -0.4795
O -3.5377 -1.4597 -2.0664 0.0818
H -3.9118 -2.6391 1.7807 0.0759
H -3.8079 -3.3001 0.1381 0.0727
H -5.3119 -3.4402 1.0572 0.0734
H -5.4664 -1.6231 -0.6510 0.1206
H -5.5730 -0.9583 1.0109 0.1185
H -1.9803 1.8129 1.4979 0.1052
H -1.0325 3.4093 0.4622 0.1221
H 0.2100 3.7387 -0.7460 0.1255
H 1.5901 3.3487 1.1139 0.1244
H 0.4708 2.1725 1.8466 0.1193
H 3.6076 1.7742 0.8816 0.1272
H 2.5677 0.9797 2.0832 0.1344
H 1.3567 -1.2029 0.6740 0.1136
H 2.1161 -3.4432 -0.0427 0.1029
H 4.5018 -3.8318 -0.5406 0.1003
H 6.1174 -1.9805 -0.3214 0.1014
H 5.3522 0.2482 0.3830 0.1086
H 2.2121 2.5572 -1.3447 0.1261
H 2.4631 0.8066 -1.4899 0.1248
H 0.2531 0.3361 -1.9856 0.1180
H 0.3779 1.9468 -2.7362 0.1256
H -1.7315 0.1170 -2.3264 0.1520

***

The following E values (in eV) correspond, in order, to the records above: -29154.980; -44087.396; -38866.712; -28042.733.